# 1
ORCA calculation (ωB97M-V/def2-TZVPD) on a 9-piece molecular cluster, C24H71BF4N6O8 overall in a non-equilibrium geometry.

Values from the calculation:
**Charge**: 0
**Multiplicity**: 1

XYZ file:
```
114
Properties=species:S:1:pos:R:3:forces:R:3
O 2.7008 -0.9251 19.6084 1.6126 -1.6676 1.5246
H 2.4087 -1.8191 19.8012 -0.4724 -0.3740 0.1377
H 3.1366 -0.9270 18.7530 0.5283 0.8617 -1.9152
H 1.9787 -0.2954 19.6688 -1.3631 1.1856 -0.2129
B 0.4916 1.2000 20.0373 0.2889 2.0059 0.2680
F 1.8684 1.4610 20.2560 0.6027 -0.1004 -0.3745
F -0.0528 2.1491 19.1865 -0.2759 0.6487 -0.1315
F 0.3773 0.0083 19.4041 0.5504 -2.2881 -1.0955
F -0.0782 1.1500 21.2478 -1.2904 0.0251 1.5374
C 0.8030 0.7195 16.2684 0.5214 -0.5814 -0.9426
C 1.7733 -0.4248 15.9089 -1.4442 1.0955 1.3116
C 3.1849 0.0741 16.0487 1.0219 -0.6537 1.4295
O 3.7115 0.2562 17.4602 -1.0827 0.2914 -1.9117
C 5.0310 0.8098 17.3201 0.3372 -1.4304 0.7530
N 1.6234 -1.6313 16.7264 0.9291 -0.3262 0.0210
H 0.7690 1.2959 15.3439 -0.1214 0.5131 0.2409
H 1.2426 1.3222 17.0632 -0.5055 -0.0384 0.1348
H -0.2205 0.3855 16.4388 0.1175 0.0389 0.4078
H 1.6388 -0.6610 14.8533 0.0662 0.0206 -0.2266
H 3.3504 1.0406 15.5726 -0.0461 -0.2583 -0.3760
H 3.7545 -0.7570 15.6330 0.8547 0.4253 -0.2643
H 5.6250 0.0193 16.8616 0.3354 0.2023 -0.4479
H 5.4532 0.9109 18.3199 -0.2561 0.4075 0.0016
H 5.1180 1.7409 16.7601 -0.3617 -0.0359 0.0916
H 2.1031 -2.3270 16.1732 0.1503 -0.6245 0.3074
H 0.6946 -2.0048 16.8602 -0.3848 0.5455 -0.1968
C -2.3531 8.5906 18.1180 0.6520 -1.0715 -2.3841
C -2.9556 7.6087 19.0650 -0.1208 -1.4517 2.4473
C -2.1441 6.3417 19.4882 1.7371 0.6660 -0.9086
O -2.7504 5.4707 20.4150 -0.2161 -0.5391 -0.1888
C -2.0397 4.2243 20.5610 -0.8597 0.2915 0.9678
N -3.0826 8.4094 20.3072 -0.4589 0.2595 0.0490
H -1.4407 9.0147 18.5374 -0.1059 0.2357 -0.1046
H -3.0364 9.3308 17.7017 -0.2222 0.3494 0.9755
H -2.0764 8.1300 17.1696 0.4343 -0.4709 -0.0489
H -3.8793 7.1315 18.7377 -0.5935 0.7967 -0.1276
H -1.2627 6.7400 19.9906 0.6260 0.1042 -0.0650
H -1.7804 5.7754 18.6308 -0.1266 -0.1056 -0.3662
H -2.0190 3.5954 19.6709 -0.0344 0.2909 -0.1526
H -2.5576 3.7084 21.3696 -0.4635 -0.2089 -0.2717
H -1.0429 4.2749 20.9992 0.4836 0.7364 -0.4914
H -2.4353 9.1662 20.1387 -0.2824 0.4776 0.3971
H -2.6443 7.9332 21.0826 -0.3968 -0.4160 0.2753
C 3.8278 5.2447 17.5147 0.7468 -1.6141 0.2734
C 3.4748 3.8603 18.2262 -0.5310 2.6094 0.0846
C 4.3671 3.5220 19.4312 0.7740 0.1048 -0.3982
O 5.7662 3.4989 19.0256 0.1545 -1.4872 0.2486
C 6.6481 2.9285 20.0444 -1.1952 2.0053 1.0909
N 2.0589 4.1152 18.6561 0.9150 -1.0661 -0.4939
H 4.8663 5.2830 17.1858 0.2087 0.0137 0.3167
H 3.6302 6.0647 18.2051 -0.0844 0.0389 -0.1608
H 3.2597 5.3292 16.5883 -0.4101 0.1214 0.3041
H 3.5274 3.0848 17.4621 -0.2613 -0.1746 0.2156
H 4.0271 2.6041 19.9106 0.2332 -0.6327 -0.3912
H 4.2107 4.2287 20.2462 0.1992 0.6649 -0.0818
H 7.7104 2.7677 19.8606 -0.3531 -0.2070 -1.3618
H 6.2274 2.0925 20.6031 -0.2091 -0.3388 -0.4519
H 6.6986 3.7428 20.7672 0.0536 -0.0295 0.6257
H 1.6038 3.2567 18.9318 -0.0035 -0.0614 0.0510
H 2.0577 4.6926 19.4848 0.0572 0.2609 0.0501
C 3.3136 2.7636 24.1059 -0.3127 -0.0449 0.9610
C 1.9311 3.3820 23.9638 0.7200 0.5122 -1.0363
C 1.9670 4.3467 22.7363 1.2316 0.7742 0.9530
O 2.9198 5.4382 22.9851 -0.8529 0.1221 -1.6936
C 2.9166 6.4138 21.8716 -0.4088 -1.2254 1.3376
N 0.8989 2.3932 23.8083 -0.2886 -0.3395 0.0651
H 4.1000 3.5075 23.9785 -0.0858 -0.0479 -0.0554
H 3.4636 1.9270 23.4235 -0.0357 0.0487 -0.1912
H 3.3600 2.3857 25.1272 0.3622 -0.2596 -0.0179
H 1.6313 3.8575 24.8977 0.5030 0.8616 -0.1816
H 0.9716 4.7294 22.5108 -0.1830 0.2932 0.0408
H 2.3491 3.8302 21.8558 -0.2127 -0.4791 -0.1212
H 3.1006 6.0216 20.8713 0.4953 -0.6903 0.0955
H 3.7059 7.1265 22.1106 -0.4675 0.2036 -0.0019
H 1.8984 6.7898 21.7711 0.0715 0.7303 0.3612
H 0.1061 2.9039 23.4466 -0.4824 -0.5662 -0.1583
H 1.1429 1.6358 23.1864 -0.0631 0.1971 -0.3557
C -7.2484 -0.2311 24.4619 0.2145 0.3734 -2.1917
C -5.8078 -0.0651 24.9175 -1.5014 0.8422 -0.6476
C -4.7811 0.4041 23.8031 0.3085 -2.4274 0.4470
O -3.5178 0.4008 24.4516 1.9416 0.1930 0.4058
C -2.3148 0.6413 23.6500 -1.6764 0.0144 -1.2146
N -5.8111 0.9055 25.9864 1.1800 -0.2924 0.7078
H -7.2462 -0.7694 23.5142 -0.0836 -0.5121 -0.0870
H -7.6170 0.7380 24.1255 -0.3785 0.2408 0.4461
H -7.9616 -0.7316 25.1169 0.4436 0.2626 0.3369
H -5.5939 -1.0362 25.3639 1.0382 0.0547 -0.2516
H -4.9605 1.3394 23.2728 -0.4671 0.2768 0.3107
H -4.7480 -0.4095 23.0785 -0.1395 -0.0049 -0.5933
H -2.3939 1.6323 23.2032 0.2474 0.3312 0.2529
H -2.2672 -0.0070 22.7751 -0.5225 -0.4523 -0.1904
H -1.3201 0.4787 24.0651 -0.6209 0.2345 1.2280
H -4.8125 0.8749 26.1348 0.4597 0.6570 1.2419
H -5.9345 1.8341 25.6087 -0.4158 0.2425 -0.2520
C -4.3308 -1.6336 19.7934 0.1554 0.4312 -1.7528
C -3.1408 -1.0508 18.9591 -0.1048 0.2369 0.7905
C -3.1010 0.5356 18.8877 -2.6230 -0.7786 0.9735
O -4.3280 0.9436 18.2684 0.2355 1.0520 -0.8844
C -4.6704 2.3412 18.2824 0.1996 0.1325 0.1684
N -1.9306 -1.4843 19.6387 0.2468 0.2554 -0.0911
H -5.3018 -1.3448 19.3912 0.0340 0.4748 0.1800
H -4.2243 -1.3299 20.8348 -0.0988 -0.0679 0.0085
H -4.3460 -2.7171 19.6756 0.4209 -0.0695 0.3792
H -2.9812 -1.5614 18.0094 -1.0375 0.5354 -0.5603
H -2.1925 1.0406 18.5595 0.1007 -0.3626 -0.8620
H -3.2218 0.8902 19.9113 0.4035 -0.2081 0.6782
H -5.2415 2.6721 19.1499 -0.3680 -0.6554 0.3597
H -5.2556 2.6034 17.4010 -0.0126 -0.4396 -0.0669
H -3.8603 3.0697 18.3142 0.7830 -0.4667 -0.3208
H -1.2878 -0.8097 19.2491 0.8135 -0.4957 0.6457
H -2.0574 -1.2635 20.6161 0.4183 0.1484 0.3558
O -0.1627 3.9093 16.6574 -0.5556 0.0368 -0.6547
H 0.7847 4.0422 16.6259 0.2616 0.1956 0.3775
H -0.2893 3.2438 17.3336 0.0498 -0.1191 0.3307
```
Positions in Å, forces in eV/Å.

***

# 2
ORCA calculation (ωB97M-V/def2-TZVPD) on C24H72As2F12N7O9 as an isolated structure in a non-equilibrium geometry.

Values from the calculation:
**Charge**: +3
**Multiplicity**: 1

XYZ file:
```
126
Properties=species:S:1:pos:R:3:forces:R:3
C 2.6144 0.7896 -4.6605 0.2098 -0.5774 0.9220
C 3.2364 -0.6411 -4.5861 -0.2797 0.3082 0.5442
C 3.9302 -0.9907 -3.2189 -0.2944 1.1212 -1.2169
O 4.5525 -2.2740 -3.1620 -0.1035 0.5373 0.0092
C 5.1547 -2.5145 -1.8727 -0.4579 0.4052 0.4081
N 2.0467 -1.5898 -4.8413 1.2866 -0.0392 0.4680
H 1.8018 -1.5546 -5.8205 -0.5730 -0.0162 -0.1996
H 2.2703 -2.5354 -4.5657 0.5788 -0.5470 -0.2886
H 1.2994 -1.3468 -4.2068 -0.7913 0.6584 -0.1718
H 3.3521 1.5561 -4.4232 0.1807 -0.0982 -0.3009
H 1.8540 0.9072 -3.8884 -0.0724 -0.1659 0.1930
H 2.1026 1.0017 -5.5992 0.3648 -0.1835 -0.2241
H 3.9372 -0.7428 -5.4147 -0.0630 -0.4463 0.0507
H 3.2176 -0.7832 -2.4206 -0.0390 -0.4440 0.1695
H 4.6273 -0.1540 -3.1746 0.5989 -0.1297 0.3809
H 5.7356 -1.6826 -1.4745 0.0129 0.4340 -0.4988
H 5.8362 -3.3645 -1.8378 -0.3727 -0.1451 -0.7236
H 4.3501 -2.6612 -1.1521 -0.1098 -0.2462 0.1651
C 4.0526 0.7143 2.3865 0.1040 1.1308 -1.4387
C 2.9588 1.2992 3.2708 1.3561 -0.9911 -0.1040
C 2.2154 2.5249 2.6664 1.2766 -0.4677 -1.5458
O 1.0823 2.7886 3.3604 -3.6143 0.2601 1.9091
C 0.0000 3.5273 2.6922 1.5737 0.6863 0.0754
N 1.9379 0.1907 3.5621 0.0632 1.9726 -0.5814
H 1.1880 0.7285 3.9725 -0.7602 0.0975 1.1350
H 1.5338 -0.0765 2.6758 0.1973 -0.8276 -0.7367
H 2.2650 -0.5772 4.1308 0.1821 -0.0876 -0.1017
H 3.7261 0.7057 1.3466 -0.0280 -0.0406 -0.1601
H 4.5025 -0.2616 2.5692 -0.4445 -0.0404 0.7574
H 4.8702 1.4347 2.4091 0.1271 -0.0324 -0.1157
H 3.5059 1.4865 4.1947 -0.8258 0.4104 0.4655
H 1.9431 2.3260 1.6298 0.3311 -0.4077 -0.4026
H 2.8651 3.3985 2.6137 0.4723 -0.1251 0.1314
H 0.3820 4.5208 2.4575 0.3025 -0.0209 -0.4976
H -0.8386 3.8148 3.3264 0.1829 -0.9694 0.6435
H -0.3543 3.0544 1.7763 0.2073 -0.3267 0.1094
C -0.0259 -5.2194 -1.5350 0.4409 0.1756 -0.3510
C -0.7109 -4.4666 -2.6902 -1.2162 0.4599 0.7005
C -1.6679 -5.2936 -3.4922 0.6214 -1.1385 -0.6810
O -2.4354 -4.5453 -4.3975 0.2786 -0.6832 0.4392
C -2.9556 -5.4026 -5.4157 -0.8122 0.2618 -0.7951
N -1.5626 -3.3051 -2.0911 1.1722 -0.9451 0.0343
H -0.9194 -2.8207 -1.4813 -0.0976 0.4414 0.3874
H -1.9358 -2.6530 -2.7661 -0.0199 0.7685 -1.2968
H -2.3494 -3.6429 -1.5556 -0.0896 -0.4711 0.1788
H 0.3778 -6.1903 -1.8222 -0.3577 -0.0589 -0.4279
H -0.6750 -5.4023 -0.6786 -0.1440 0.1415 -0.0597
H 0.8687 -4.6838 -1.2173 -0.2263 0.2190 0.2096
H 0.0181 -3.9941 -3.3485 -0.1509 0.1678 0.1007
H -2.2488 -5.9841 -2.8808 -0.5600 0.2732 0.4916
H -1.0228 -6.0003 -4.0142 0.2093 -0.1228 -0.4555
H -3.6639 -6.1690 -5.1009 -0.0082 0.0478 0.8230
H -2.1948 -5.9515 -5.9707 0.4053 0.3562 0.0274
H -3.5359 -4.7701 -6.0875 0.3301 0.0672 -0.0601
C -1.5387 0.8655 8.8109 0.4367 0.1262 -1.2600
C -1.1689 0.4044 7.3837 -1.6710 -2.7479 -0.3786
C -0.8440 1.4022 6.3173 0.3767 0.2594 -0.4181
O -0.3969 0.8339 5.0526 0.1108 -0.0531 1.4798
C -1.3110 0.3689 4.0482 -0.2396 0.1284 0.7753
N -0.1153 -0.7455 7.3597 1.0833 0.9621 0.4681
H 0.2946 -1.0576 8.2284 -0.5068 -0.0852 1.0610
H -0.4717 -1.5612 6.8825 0.0334 -0.1914 -0.2336
H 0.7150 -0.3996 6.9003 0.2873 0.0337 -0.8628
H -0.6005 1.1488 9.2881 -0.2207 -0.0654 0.5227
H -2.1374 0.1246 9.3407 0.4908 -0.1511 0.0750
H -2.1728 1.7510 8.7659 0.1366 0.1106 -0.1903
H -1.9258 -0.2226 6.9124 -1.0355 0.4681 0.5291
H -0.0513 2.0023 6.7640 0.2527 0.5521 -0.8819
H -1.7567 1.9842 6.1894 0.1498 0.3071 -0.0975
H -1.9359 -0.4609 4.3784 0.0605 -0.1769 0.3002
H -0.6894 -0.0064 3.2353 -0.3055 0.3404 -0.0758
H -1.9999 1.1570 3.7442 0.2514 0.2061 -0.2577
C -0.2449 4.4638 -0.6172 -0.5220 -0.6380 -1.1253
C -0.7886 4.0992 -2.0278 0.7366 1.6007 0.5655
C 0.2919 4.3137 -3.1622 -1.4476 -0.6850 -0.5864
O -0.3350 4.1962 -4.4357 0.4974 -1.2447 0.0383
C -1.0926 5.2455 -4.9583 -0.0204 1.1251 -0.1301
N -1.5097 2.7568 -2.1033 0.9699 1.7723 -0.3957
H -2.3873 2.7909 -1.6045 -0.0458 -0.1777 0.2830
H -1.7322 2.6610 -3.0838 -0.2483 -0.8373 -1.0865
H -0.9060 1.9957 -1.8270 0.1626 -0.5496 0.2230
H -1.0499 4.5567 0.1118 -0.1189 -0.1518 0.0198
H 0.1846 5.4603 -0.7209 0.3410 -0.2153 0.1581
H 0.4763 3.7115 -0.2979 0.2664 0.3041 0.0879
H -1.5696 4.8312 -2.2335 -0.1450 -0.1031 -0.1627
H 1.0520 3.5326 -3.1747 0.1033 0.0790 0.3585
H 0.7740 5.2875 -3.0760 -0.0442 0.0393 0.4540
H -1.9671 5.4300 -4.3345 -0.2902 0.1893 -0.2197
H -1.3632 5.0748 -6.0003 -0.2998 -0.8541 0.2687
H -0.5352 6.1726 -5.0918 0.3721 0.2247 0.6815
C -5.9527 -0.8979 1.8656 1.7920 -0.9784 -0.1173
C -4.3999 -0.7377 1.7525 -0.3925 -0.4447 -0.8214
C -3.5365 -1.9543 2.2590 -2.3042 1.6364 0.1930
O -2.2190 -1.6429 2.1090 2.4654 -0.4036 -0.4209
C -1.3356 -2.6708 2.6121 -0.1046 -0.2231 0.4833
N -4.1608 -0.5964 0.2046 0.5671 -0.1400 1.5775
H -4.4642 0.2975 -0.1547 -0.7857 0.0741 -0.3520
H -3.1901 -0.6348 -0.0716 1.2136 -0.0801 0.1556
H -4.5775 -1.3951 -0.2520 -0.7201 0.0831 -0.5097
H -6.4292 -0.1201 1.2689 -0.2727 -0.1324 0.3361
H -6.3105 -0.9831 2.8917 0.0837 0.5114 -0.0729
H -6.1076 -1.8905 1.4427 -0.6708 0.0357 -0.2886
H -4.0811 0.1996 2.2084 0.3096 -0.1018 -0.1428
H -3.8552 -2.8616 1.7459 0.0397 -0.2954 -0.0721
H -3.8077 -2.0128 3.3131 -0.1487 -0.4534 0.2964
H -0.2779 -2.6049 2.3570 -0.3281 0.6982 -1.0304
H -1.6748 -3.6666 2.3267 -0.1298 0.0159 -0.0710
H -1.2573 -2.6400 3.6989 -0.6995 0.0214 0.3732
N -2.2659 -0.1527 -3.9625 1.2915 1.9740 -0.1066
O -3.1847 -0.3104 -3.2137 -3.9013 -0.1097 3.0171
O -1.5901 -1.1243 -4.2075 2.4124 -2.2958 -1.4365
O -1.9810 0.9926 -4.3629 0.4253 0.1435 -0.4553
As 0.5539 -0.7023 -0.6034 0.5934 1.1680 -1.0501
F 2.3202 -0.7384 -0.3889 -2.1524 -0.1607 -0.3844
F 0.6293 -1.0500 -2.3674 -0.2045 0.1313 1.9854
F -1.3190 -0.5989 -0.6564 1.8873 -0.4641 -0.0207
F 0.4512 -0.3145 1.1132 -0.2703 -0.3747 -0.1605
F 0.5277 1.0195 -0.9642 0.0081 -1.0601 0.2432
F 0.4159 -2.4410 -0.3149 -0.0214 1.0706 0.1504
As 4.3931 3.0903 -1.5206 1.5835 1.0481 -1.6231
F 5.3839 1.7637 -0.9212 -0.8698 0.4074 -0.1544
F 3.0455 1.9605 -1.8398 0.5909 0.6691 0.1957
F 3.4610 4.4582 -2.2579 0.5998 -1.6522 1.1497
F 5.7321 4.1995 -1.1462 -1.5711 -1.0713 -0.4326
F 5.0550 2.7279 -3.2387 -1.1022 0.3875 2.4474
F 3.7033 3.3388 0.1356 0.2741 -0.1413 -1.3619
```
Positions in Å, forces in eV/Å.

***

no.,E_HOMO (eV)
1,-8.9
2,-14.6